No. 1
Density functional theory data (ωB97M-V with the def2-TZVPD basis set) for 4 unconnected molecules or ions with the total composition C15H42BrN3O3 in a non-equilibrium geometry.

```
64
Properties=species:S:1:pos:R:3:lowdin_charge:R:1
C -3.3876 -7.0136 -0.6104 0.040
N -2.3323 -6.9576 -1.7137 -0.332
C -1.6855 -8.3310 -1.8565 0.021
C -2.8449 -6.6024 -3.0592 -0.014
C -1.1411 -5.9394 -1.5124 -0.064
C -1.6291 -4.5075 -1.1569 -0.236
O -0.4821 -3.9278 -0.5851 -0.077
H -4.0230 -7.8993 -0.6030 0.119
H -4.0320 -6.1383 -0.6923 0.098
H -2.8556 -6.8632 0.3290 0.117
H -1.1050 -8.3789 -2.7778 0.117
H -2.5632 -8.9747 -1.9158 0.109
H -1.0507 -8.5851 -1.0076 0.116
H -3.4710 -5.7321 -2.8623 0.106
H -3.5480 -7.3552 -3.4155 0.121
H -2.1266 -6.3626 -3.8433 0.123
H -0.4785 -5.8569 -2.3739 0.141
H -0.5088 -6.3003 -0.7012 0.135
H -2.5487 -4.4897 -0.5720 0.117
H -1.7709 -3.9581 -2.0876 0.124
H -0.7072 -3.0067 -0.4348 -0.038
C 1.8569 2.0313 -1.7935 -0.030
N 3.2161 2.0507 -1.1668 -0.297
C 3.3086 1.5499 0.2730 0.026
C 4.0414 1.0543 -1.9919 0.021
C 3.7118 3.5738 -1.2405 -0.079
C 4.8896 3.9438 -0.4352 -0.250
O 6.0211 3.1861 -0.8489 -0.027
H 1.3016 2.6644 -1.1014 0.087
H 1.3525 1.0673 -1.8598 0.071
H 1.7810 2.5713 -2.7373 0.119
H 4.2916 1.1266 0.4791 0.124
H 2.5363 0.7843 0.3469 0.042
H 2.9214 2.3604 0.8905 0.105
H 5.0847 0.9438 -1.6961 0.108
H 3.8640 1.3088 -3.0368 0.114
H 3.5988 0.0727 -1.8228 0.106
H 2.9793 4.3037 -0.8959 0.124
H 3.8269 3.8139 -2.2975 0.146
H 4.7646 3.8320 0.6418 0.127
H 4.9405 5.0307 -0.4999 0.144
H 6.6130 3.7649 -1.3351 0.111
C -3.1966 3.7088 3.8316 0.033
N -1.9145 3.5706 2.9865 -0.303
C -0.6960 3.5601 3.8688 -0.003
C -1.9680 2.1340 2.2121 0.039
C -1.8991 4.7943 1.9958 -0.065
C -0.5693 5.4265 1.6555 -0.230
O 0.3169 4.6218 0.8668 -0.077
H -3.2532 2.7857 4.4084 0.109
H -4.0577 3.9238 3.1988 0.118
H -2.9235 4.5376 4.4847 0.113
H -0.4852 4.5411 4.2944 0.116
H 0.1396 3.0724 3.3666 0.106
H -0.9115 2.8917 4.7024 0.111
H -2.8448 2.2608 1.5771 0.099
H -2.1368 1.3454 2.9453 0.101
H -1.0980 1.9662 1.5772 0.029
H -2.5019 5.5420 2.5112 0.136
H -2.4015 4.5368 1.0635 0.140
H -0.0765 5.9531 2.4727 0.128
H -0.7443 6.2761 0.9954 0.139
H 0.7541 5.2437 0.2807 0.083
Br -0.1421 -0.5469 0.2849 0.349
```

Its spin multiplicity is 2. The charge is +3. Its expectation value of S² is 0.752. The HOMO energy (spin up / spin down) is -17.694 / -17.693 eV.

***

No. 2
Density functional theory data (ωB97M-V with the def2-TZVPD basis set) for 2 unconnected molecules or ions with the total composition C2H4BrClN2S in a non-equilibrium geometry.

```
11
Properties=species:S:1:pos:R:3:lowdin_charge:R:1
C 0.6705 -0.5281 -0.2145 -0.711
C 1.8613 1.6917 -0.5964 -0.521
N 0.9361 0.6386 -0.5250 -0.092
N -3.0855 -1.5029 0.8596 -0.496
S -2.3747 -1.7241 -0.6352 0.488
Cl 1.2744 -1.9227 0.3825 0.681
Br 3.7498 1.1810 0.0799 0.432
H 2.0694 2.0958 -1.6481 0.096
H 1.5527 2.3003 0.2078 0.034
H -4.1664 -1.4373 0.7441 0.065
H -2.4875 -0.7924 1.3454 0.025
```

Its energy relative to the best compared isomer or geometry (same formula, charge and spin) is 0.000 eV. Its spin multiplicity is 3. The charge is 0. Its expectation value of S² is 2.010. The HOMO energy (spin up / spin down) is -7.604 / -8.772 eV.

***

No. 3
Density functional theory data (ωB97M-V with the def2-TZVPD basis set) for 2 unconnected molecules or ions with the total composition C15H33Cl3N5OP2S2 in a non-equilibrium geometry.

```
61
Properties=species:S:1:pos:R:3:lowdin_charge:R:1
C 4.5878 -0.2257 2.3387 -0.106
C 5.4560 -0.1660 0.9128 -0.233
N 4.5684 0.1119 -0.2878 -0.253
C 4.7573 1.5126 -0.8319 -0.235
C 3.4001 2.3630 -0.3745 -0.131
C 4.8389 -0.9621 -1.3176 -1.001
S 6.1543 -1.0254 -2.3921 0.617
S 3.5508 -2.3656 -1.4004 0.791
C 1.9374 -1.4622 -0.9196 -0.495
C 0.8010 -2.6348 -0.7812 -0.262
C -0.0858 -2.4442 0.6070 -0.157
C -1.4718 -1.5990 0.4140 -0.523
P -2.5502 -1.8380 -1.1428 0.937
N -3.8559 -3.0677 -0.8660 -0.183
O -3.4531 -0.3712 -1.5314 -0.395
C -2.4001 -2.2497 1.6482 -0.194
N -3.2823 -1.2064 2.3376 0.046
C -2.6689 0.1139 1.8263 -0.217
N -3.2407 1.2132 2.3953 0.145
N -1.5971 -0.1653 0.8335 -0.236
P -0.4909 1.0683 0.2593 0.959
C -1.0946 1.8344 -1.4301 -0.280
C -0.4883 2.6184 1.4429 -0.412
C 0.4728 3.8356 0.9262 -0.167
H 4.1994 -1.3223 2.4718 0.070
H 5.3276 -0.0097 3.2454 0.087
H 3.6666 0.5244 2.3236 0.064
H 6.3861 0.5597 1.0016 0.130
H 5.9178 -1.2509 0.7713 0.123
H 5.6685 2.0992 -0.3603 0.125
H 4.7856 1.5567 -2.0241 0.125
H 3.6455 3.5225 -0.4018 0.087
H 2.9880 2.0463 0.6788 0.047
H 2.5226 2.2068 -1.1549 0.068
H 2.0658 -0.8659 0.0961 0.062
H 1.7403 -0.7168 -1.8115 0.087
H 1.3423 -3.6834 -0.7041 0.104
H 0.1544 -2.6380 -1.7603 0.091
H -0.4028 -3.5542 0.9137 0.136
H 0.5886 -2.0763 1.5215 0.149
H -4.4027 -3.0540 -1.7699 0.006
H -4.5004 -2.5737 -0.1807 0.012
H -4.0449 -0.2468 -0.7169 0.028
H -1.5499 -2.3811 2.4759 0.131
H -2.7896 -3.3442 1.5297 0.142
H -4.2981 -1.3061 2.0436 0.140
H -3.6219 2.0294 1.8679 0.141
H -3.2240 1.2631 3.4569 0.169
H -0.4395 2.7570 -1.7647 0.055
H -2.1849 2.2472 -1.2190 0.054
H -1.0521 1.0636 -2.3151 0.059
H -0.3178 2.2737 2.5499 0.091
H -1.6050 3.0280 1.4019 0.062
H 1.5811 3.6795 1.3258 0.077
H 0.0626 4.8374 1.4243 0.099
H 0.4477 4.0248 -0.2284 0.071
C -6.4310 -0.6234 -3.4747 -1.528
Cl -7.9498 -0.2252 -4.2958 0.548
Cl -6.7297 -1.0270 -1.7755 0.518
Cl -5.6115 -1.9617 -4.2973 0.537
H -5.7798 0.2536 -3.5110 0.018
```

Its spin multiplicity is 1. The charge is +1. The HOMO energy is -10.392 eV.

***

No. 4
Density functional theory data (ωB97M-V with the def2-TZVPD basis set) for C4H7NS in the gas phase in a non-equilibrium geometry.

```
13
Properties=species:S:1:pos:R:3:lowdin_charge:R:1
C 1.1987 -0.6960 0.6627 -0.102
C 0.1515 -0.6465 -0.5078 -0.437
C -1.0611 1.1940 -0.3965 -0.124
C -1.1238 -0.3469 0.2218 -0.777
H 1.1601 0.3475 1.0827 0.075
H 2.3890 -0.8698 0.3372 0.128
H 1.1131 -1.4611 1.4887 0.074
H 0.1142 -1.6243 -0.9764 0.128
H 1.0411 1.2774 -0.9557 0.129
H -1.2855 2.2074 0.2410 0.149
H -1.8538 1.1627 -1.1713 0.083
N 0.1747 0.6600 -1.2695 -0.033
S -2.0182 -1.2044 1.2432 0.708
```

Its energy relative to the best compared isomer or geometry (same formula, charge and spin) is 3.452 eV. Its spin multiplicity is 1. The structure (SMILES) is C[C@@H]1NCC1=S. The charge is 0. The HOMO energy is -8.691 eV.

***

No. 5
Density functional theory data (ωB97M-V with the def2-TZVPD basis set) for a gas-phase ion, C5H10NO (charge +1) in a non-equilibrium geometry.

```
17
Properties=species:S:1:pos:R:3:lowdin_charge:R:1
C 0.1741 -0.8469 -0.0208 0.023
C -0.7192 -0.9101 -2.4930 -0.021
C -0.6687 1.1844 -1.1989 -0.033
C 1.2530 0.3669 3.2637 0.090
C -0.3942 -0.2511 -1.2238 -0.173
N 0.4743 0.0509 1.0089 0.100
O 0.8066 -0.4668 2.1258 -0.069
H 0.0586 -1.0904 -3.1888 0.099
H -1.0601 -2.0073 -2.3316 0.137
H -1.6507 -0.4233 -2.9631 0.138
H -0.7857 1.5208 -2.2012 0.088
H -1.6598 1.6015 -0.8280 0.158
H -0.0028 1.6937 -0.5484 0.079
H 2.3255 0.2384 3.3430 0.115
H 0.7867 -0.0675 4.0684 0.080
H 0.9327 1.2874 2.9667 0.069
H 0.1299 -1.8807 0.2210 0.122
```

Its energy relative to the best compared isomer or geometry (same formula, charge and spin) is 4.944 eV. Its spin multiplicity is 1. The charge is +1. The HOMO energy (spin up / spin down) is -14.735 / -14.736 eV.

***

no.,calculated total energy (Eh)
1,-3559.65202
2,-3620.35138
3,-3799.46231
4,-609.43162
5,-326.10013